9
Properties=species:S:1:pos:R:3:forces:R:3:nbo_charge:R:1 method="wB97M-V/def2-TZVPD" homo_energy_ev=-10.59 spin_multiplicity=1 orbital_gap_ev=10.8482 e_tot_ha=-412.53059 e_above_lowest_kj_mol=316.1 total_charge=0
C 1.598 -0.259 0.092 2.0370 -3.0527 0.8273 0.423
C -0.123 0.808 -0.114 -2.8836 2.6056 0.8566 0.666
H -1.765 -0.646 0.905 -0.6752 0.9607 2.3335 0.467
H 2.607 -0.705 0.293 -0.8232 0.9843 -0.3573 0.204
N -0.504 -0.513 -0.395 2.0877 -0.8613 -0.8735 0.083
N 1.231 0.943 -0.009 0.7438 -0.2490 -0.3250 -0.498
O -1.617 -1.043 0.079 -0.1837 -0.8812 -1.5598 -0.461
O 0.697 -1.270 0.047 -0.5129 1.3668 -0.4624 -0.335
O -0.929 1.693 0.093 0.2102 -0.8733 -0.4393 -0.550

=====

16
Properties=species:S:1:pos:R:3:forces:R:3:nbo_charge:R:1 method="wB97M-V/def2-TZVPD" homo_energy_ev=-8.40 spin_multiplicity=1 orbital_gap_ev=9.2126 e_tot_ha=-271.65713 e_above_lowest_kj_mol=250.7 total_charge=0
C 1.131 0.461 1.061 0.0607 0.0495 -0.0498 -0.623
C 0.398 -0.764 0.510 0.0445 -0.1457 0.0447 -0.382
C -1.092 -0.508 0.133 -0.1324 -0.0401 -0.0297 -0.390
C -1.362 0.867 -0.474 0.0061 0.0526 -0.0177 -0.619
C 0.934 -1.373 -0.766 0.0303 0.4168 0.1233 0.272
O 1.383 -0.383 -1.522 -0.0029 -0.3551 -0.0737 -0.673
H 1.186 1.264 0.322 -0.0148 -0.1028 0.1399 0.216
H 2.157 0.198 1.341 -0.1500 0.0281 -0.0379 0.214
H 0.632 0.852 1.956 0.0371 -0.0954 -0.1426 0.212
H 0.407 -1.561 1.264 -0.0106 0.0919 -0.1599 0.217
H -1.718 -0.657 1.019 0.1230 0.0447 -0.0748 0.212
H -0.669 1.083 -1.294 -0.1417 -0.0184 0.1009 0.211
H -2.381 0.919 -0.870 0.1345 -0.0215 0.0649 0.213
H -1.254 1.661 0.273 0.0044 -0.0986 -0.1205 0.205
H -1.391 -1.286 -0.583 -0.0375 0.0922 0.1317 0.215
H 1.639 -0.772 -2.371 0.0493 0.1018 0.1010 0.500

=====

11
Properties=species:S:1:pos:R:3:forces:R:3:lowdin_spin:R:1 method="wB97M-V/def2-TZVPD" homo_energy_ev="-5.85 / -9.26" spin_multiplicity=3 orbital_gap_ev="6.0614 / 6.4564" e_tot_ha=-699.43735 e_above_lowest_kj_mol=260.7 total_charge=0 s_squared=2.017
C 0.261 1.454 -0.203 -1.1752 -2.6701 0.2793 0.463
C 1.414 0.645 -0.321 1.8581 1.0361 0.4131 0.184
C -1.070 0.916 -0.080 0.1766 1.2504 0.0836 0.204
N -1.442 -0.309 -0.131 -0.4870 -0.3204 0.0746 0.259
N -0.717 -2.393 0.590 -0.6260 -0.4565 2.2904 0.250
O 1.457 -0.589 -0.479 1.1691 0.5365 0.5628 0.322
S -0.479 -1.504 -0.589 -1.5827 -1.0666 -2.6348 0.271
H 0.284 2.363 0.282 0.8391 2.2417 0.3319 0.023
H 2.388 1.139 -0.116 -0.3627 0.0953 -0.5979 0.007
H -1.782 1.570 0.388 -0.4192 0.4650 -0.2676 0.006
H -0.314 -3.290 0.660 0.6098 -1.1115 -0.5353 0.010

=====

18
Properties=species:S:1:pos:R:3:forces:R:3:nbo_charge:R:1 method="wB97M-V/def2-TZVPD" homo_energy_ev=-9.51 spin_multiplicity=1 orbital_gap_ev=10.2424 e_tot_ha=-310.03712 e_above_lowest_kj_mol=94.0 total_charge=0 smiles=CCCOC.O
C 0.000 0.000 0.000 -0.4739 0.6941 -1.2962 -0.610
C 0.434 -0.615 1.273 0.6577 -0.6870 1.4664 -0.429
C 0.360 -2.157 1.357 -0.5675 0.4716 -1.1237 -0.050
O 1.104 -2.653 2.403 0.2076 -1.1462 2.7348 -0.546
C 0.312 -2.836 3.634 0.4207 0.9366 -0.8363 -0.257
H -0.855 -0.483 -0.503 0.2231 0.1543 0.2629 0.202
H 0.867 -0.023 -0.681 -0.5837 0.1111 -0.1110 0.205
H -0.260 1.053 0.203 0.0710 -0.3270 -0.4336 0.214
H 1.499 -0.319 1.334 -0.3831 -0.4058 0.6330 0.207
H -0.087 -0.176 2.146 0.2159 -0.2127 -0.3324 0.191
H -0.673 -2.538 1.472 0.0739 0.4205 -0.4318 0.156
H 0.778 -2.593 0.430 -0.2149 0.1893 0.2443 0.177
H 0.961 -2.878 4.525 -0.0522 -0.0175 -0.6881 0.210
H -0.326 -3.736 3.621 0.3380 0.1597 -0.3601 0.163
H -0.335 -1.947 3.712 0.0749 -0.3484 0.2695 0.168
O -0.337 -4.883 6.420 -1.2057 -0.0600 0.2030 -0.941
H -0.783 -4.997 7.290 0.4464 0.1191 -0.9516 0.472
H -1.072 -4.863 5.766 0.7520 -0.0516 0.7510 0.469